# 1
The following is a quantum chemistry calculation of a structure of composition C47H32Cl2IN6O2PSV in a non-equilibrium geometry, from the Open Molecules 2025 dataset.

Values from the calculation:
Total energy = -5190.8631 Ha
Frontier orbital gap (alpha / beta) = 7.15 / 7.18 eV
Net charge = +1
Spin multiplicity = 3
M = 1024.6 g mol⁻¹
Energy relative to the best compared isomer or geometry (same formula, charge and spin) = 0.000 eV
HOMO (alpha / beta) = -10.282 / -10.304 eV

CARTESIAN COORDINATES (ANGSTROEM)
V (0.0016, 0.0661, 1.5016)
Cl (3.7523, 4.6625, 4.6317)
C (2.7417, 3.2845, 4.3644)
C (2.0148, 3.2186, 3.1793)
C (1.2338, 2.1118, 2.9425)
N (0.3137, 1.8736, 1.8612)
C (-0.7079, 2.8025, 1.6785)
O (-0.6171, 3.9967, 1.6144)
C (-2.0424, 2.0799, 1.7045)
C (-3.2217, 2.7693, 1.8192)
C (-4.4048, 2.0491, 1.9444)
C (-4.3512, 0.6653, 1.9662)
C (-3.1232, 0.0453, 1.8593)
N (-1.9758, 0.7284, 1.7218)
C (1.1358, 1.0859, 3.8901)
C (1.8303, 1.1636, 5.0784)
C (2.6453, 2.2686, 5.3070)
Cl (3.5261, 2.3409, 6.7922)
N (0.3115, 0.0246, 3.4289)
C (-0.5006, -0.7686, 4.1833)
O (-0.8226, -0.6579, 5.3453)
C (-0.8471, -1.9957, 3.3435)
C (-1.3528, -3.1391, 3.9028)
C (-1.2866, -4.3223, 3.1739)
C (-0.6647, -4.3148, 1.9382)
C (-0.2222, -3.1120, 1.4181)
N (-0.3694, -1.9493, 2.0760)
H (2.0640, 4.0299, 2.4669)
H (-3.1887, 3.8523, 1.8181)
H (-5.3559, 2.5651, 2.0336)
H (-5.2478, 0.0637, 2.0725)
H (-3.0497, -1.0313, 1.8897)
H (1.7377, 0.3915, 5.8333)
H (-1.7438, -3.0873, 4.9114)
H (-1.6698, -5.2479, 3.5907)
H (-0.5177, -5.2246, 1.3690)
H (0.2654, -3.0698, 0.4577)
I (-1.8019, 2.9281, -1.3586)
C (-0.2731, 2.7960, -2.7702)
C (0.3470, 3.9774, -3.0476)
C (1.1946, 4.0932, -4.1729)
C (1.2969, 3.0478, -5.0342)
C (0.6507, 1.8123, -4.7690)
C (0.6882, 0.7897, -5.7482)
C (0.0418, -0.3863, -5.5417)
C (-0.5258, -0.6465, -4.2793)
C (-0.5381, 0.2762, -3.2639)
P (-0.8636, -0.4290, -1.5520)
C (-2.6051, -1.0196, -1.6226)
C (-3.5215, -0.4832, -2.5266)
C (-4.8528, -0.8936, -2.5201)
C (-5.2884, -1.8520, -1.6146)
C (-4.3866, -2.3954, -0.7072)
C (-3.0628, -1.9708, -0.7067)
C (0.1014, -2.0016, -1.7617)
C (-0.4471, -3.2614, -2.0155)
C (0.3670, -4.3871, -2.1047)
C (1.7423, -4.2714, -1.9371)
C (2.3017, -3.0163, -1.7157)
C (1.4864, -1.8941, -1.6349)
C (-0.0709, 1.6107, -3.5510)
H (0.1529, 4.8473, -2.4311)
H (1.6966, 5.0348, -4.3733)
H (1.8578, 3.1479, -5.9596)
H (1.2263, 0.9751, -6.6743)
H (0.0185, -1.1523, -6.3104)
H (-0.9205, -1.6369, -4.1052)
H (-3.1993, 0.2574, -3.2482)
H (-5.5483, -0.4634, -3.2332)
H (-6.3256, -2.1764, -1.6172)
H (-4.7118, -3.1560, -0.0021)
H (-2.3758, -2.4007, 0.0113)
H (-1.5147, -3.3758, -2.1502)
H (-0.0790, -5.3583, -2.3074)
H (2.3766, -5.1505, -1.9984)
H (3.3762, -2.9096, -1.6060)
H (1.9382, -0.9205, -1.4923)
N (2.6752, -1.6650, 2.7855)
C (2.9703, -0.7540, 1.8459)
N (2.0767, -0.1218, 1.0992)
C (2.7590, 0.7608, 0.1930)
C (2.1873, 1.6190, -0.7451)
C (3.0087, 2.3723, -1.5690)
C (4.3969, 2.3051, -1.4641)
C (4.9813, 1.4757, -0.5252)
C (4.1477, 0.7166, 0.2853)
S (4.6319, -0.3958, 1.5299)
H (1.7548, -1.6134, 3.1847)
H (3.4128, -1.9752, 3.3910)
H (1.1171, 1.7063, -0.8316)
H (2.5579, 3.0287, -2.3045)
H (5.0223, 2.9106, -2.1152)
H (6.0610, 1.4255, -0.4154)

---

# 2
The following is a quantum chemistry calculation of a structure of composition C47H33IN7V in a non-equilibrium geometry, from the Open Molecules 2025 dataset.

Values from the calculation:
Total energy = -3435.7110 Ha
Frontier orbital gap (alpha / beta) = 4.85 / 5.21 eV
Net charge = -1
Spin multiplicity = 2
M = 873.7 g mol⁻¹
Energy relative to the best compared isomer or geometry (same formula, charge and spin) = 2.368 eV
HOMO (alpha / beta) = -2.935 / -3.296 eV

CARTESIAN COORDINATES (ANGSTROEM)
V (-0.3509, 0.1493, 0.1651)
N (-3.3219, 1.1389, -3.8307)
C (-1.9745, 1.1049, -3.5788)
N (-1.4046, 0.2903, -2.7835)
C (-2.1649, -0.6706, -2.1382)
N (-1.5778, -1.4980, -1.3177)
N (-0.2894, -1.2621, -1.0600)
C (0.5962, -2.1758, -1.3551)
C (1.9691, -1.8300, -1.3911)
C (2.9708, -2.7569, -1.7547)
C (4.2438, -2.2993, -1.9929)
C (4.5164, -0.9425, -1.8281)
C (3.4883, -0.1188, -1.3861)
N (2.2553, -0.5258, -1.1855)
C (-3.5918, -0.7545, -2.3910)
C (-4.4084, -1.7274, -1.8162)
C (-5.7663, -1.7356, -2.0929)
C (-6.3256, -0.7743, -2.9144)
C (-5.5251, 0.2014, -3.4981)
C (-4.1643, 0.2059, -3.2462)
H (-3.7177, 1.8589, -4.4142)
H (-1.3674, 1.8074, -4.1273)
H (0.2649, -3.1346, -1.7554)
H (2.7260, -3.8059, -1.8485)
H (5.0247, -2.9799, -2.3081)
H (5.4952, -0.5438, -2.0413)
H (3.6641, 0.9281, -1.1780)
H (-3.9599, -2.4572, -1.1569)
H (-6.3918, -2.5011, -1.6597)
H (-7.3872, -0.7722, -3.1122)
H (-5.9507, 0.9525, -4.1479)
I (-2.8437, 1.9544, -0.1498)
C (-3.5329, 0.8914, 1.5688)
C (-4.6386, 1.4158, 2.1837)
C (-5.2500, 0.7037, 3.2196)
C (-4.7689, -0.5269, 3.5619)
C (-3.6255, -1.0702, 2.9393)
C (-3.1690, -2.3540, 3.2798)
C (-2.0697, -2.8779, 2.6509)
C (-1.3488, -2.1096, 1.7340)
C (-1.7205, -0.8273, 1.3546)
C (-2.9250, -0.3273, 1.9303)
H (-5.0441, 2.3640, 1.8644)
H (-6.1190, 1.1156, 3.7105)
H (-5.2635, -1.1192, 4.3208)
H (-3.7072, -2.9134, 4.0338)
H (-1.7351, -3.8808, 2.8907)
H (-0.4509, -2.5506, 1.3108)
N (0.7081, -0.1864, 1.3820)
C (1.3544, -0.2446, 2.4856)
C (1.1097, 0.7319, 3.5542)
C (-0.1250, 1.3820, 3.6869)
C (-0.3173, 2.3525, 4.6481)
C (0.7142, 2.7168, 5.5015)
C (1.9396, 2.0779, 5.3904)
C (2.1343, 1.0994, 4.4392)
C (2.4257, -1.2269, 2.7253)
C (3.3556, -1.5189, 1.7287)
C (4.4027, -2.3878, 1.9576)
C (4.5455, -2.9952, 3.1950)
C (3.6248, -2.7219, 4.1955)
C (2.5769, -1.8521, 3.9667)
H (-0.9337, 1.1005, 3.0227)
H (-1.2840, 2.8302, 4.7406)
H (0.5722, 3.4924, 6.2402)
H (2.7586, 2.3520, 6.0428)
H (3.1045, 0.6306, 4.3536)
H (3.2597, -1.0113, 0.7866)
H (5.1224, -2.5709, 1.1700)
H (5.3717, -3.6673, 3.3805)
H (3.7381, -3.1889, 5.1660)
H (1.8701, -1.6429, 4.7570)
N (4.3170, 2.0485, -8.0958)
C (3.8349, 2.2850, -7.0752)
C (3.2451, 2.5087, -5.8284)
C (1.8635, 2.7330, -5.7180)
C (1.2775, 2.8182, -4.4845)
C (2.0321, 2.6523, -3.3059)
C (3.4353, 2.5423, -3.4327)
C (4.0291, 2.4745, -4.6625)
C (1.4376, 2.5831, -2.0548)
C (0.9636, 2.4204, -0.9366)
H (1.2694, 2.8162, -6.6185)
H (0.2190, 3.0069, -4.3951)
H (4.0354, 2.5140, -2.5351)
H (5.1039, 2.3751, -4.7518)
C (0.5058, 2.2439, 0.3561)
H (1.3142, 2.2278, 1.0888)
H (-0.2740, 2.9405, 0.6746)